1.
{
  "formula": "C45H52BBrCl2F4N8PRbSSi4Te",
  "method": "ωB97M-V/def2-TZVPD",
  "species": ["Te", "Rb", "Br", "Cl", "Cl", "S", "P", "Si", "Si", "Si", "Si", "F", "F", "F", "F", "N", "N", "N", "N", "N", "N", "N", "N", "C", "C", "C", "C", "C", "C", "C", "C", "C", "C", "C", "C", "C", "C", "C", "C", "C", "C", "C", "C", "C", "C", "C", "C", "C", "C", "C", "C", "C", "C", "C", "C", "C", "C", "C", "C", "C", "C", "C", "C", "C", "C", "C", "C", "C", "B", "H", "H", "H", "H", "H", "H", "H", "H", "H", "H", "H", "H", "H", "H", "H", "H", "H", "H", "H", "H", "H", "H", "H", "H", "H", "H", "H", "H", "H", "H", "H", "H", "H", "H", "H", "H", "H", "H", "H", "H", "H", "H", "H", "H", "H", "H", "H", "H", "H", "H", "H", "H"],
  "coordinates": [[-1.184, 0.104, -1.463], [1.495, 0.571, 0.917], [1.282, -2.658, 0.581], [-1.124, 1.723, 1.380], [-6.247, 0.663, -0.127], [-3.309, 1.221, -1.041], [0.153, -1.358, 3.329], [-2.284, 1.849, -4.957], [-3.695, -1.665, -3.940], [0.025, -1.152, -4.769], [-1.896, -0.176, -3.862], [2.511, -5.339, 5.787], [4.241, -5.664, 3.670], [3.515, -4.623, 1.239], [0.596, -3.479, 5.721], [2.164, 2.708, 2.345], [4.020, 0.867, 0.010], [6.054, 3.285, 1.894], [3.398, 2.204, 2.105], [3.229, 3.269, -0.166], [1.954, 3.022, -0.544], [3.305, 0.549, -1.093], [5.495, 2.736, 0.790], [1.552, 4.101, -1.189], [0.060, 0.539, 7.567], [-0.232, -1.230, -6.630], [3.140, -4.878, 3.544], [-3.184, 1.516, 3.051], [7.581, 3.180, 0.225], [-1.103, 0.482, 6.812], [-2.189, -2.828, 4.137], [2.356, -4.579, 4.677], [1.159, -2.829, 3.471], [1.244, -0.582, 5.792], [-2.248, -1.793, 1.980], [-2.797, 1.467, 1.723], [-3.692, 1.192, 0.685], [6.392, 2.660, -0.223], [-5.025, 0.991, 1.070], [-1.092, -0.115, 5.556], [1.564, -0.159, -4.407], [3.556, -0.728, -1.336], [1.398, -3.617, 4.624], [7.306, 3.553, 1.557], [-3.287, 3.098, -3.998], [3.618, 4.505, -0.559], [-5.433, 1.054, 2.392], [4.719, -0.213, 0.449], [-3.704, -2.534, -5.604], [2.838, -4.247, 2.352], [-1.570, -2.036, 3.169], [-3.459, -3.341, 3.921], [0.247, -2.888, -4.108], [1.922, 2.503, 3.628], [3.012, 1.861, 4.253], [-5.350, -0.827, -3.729], [2.567, 5.081, -1.233], [-3.211, 1.431, -6.534], [-3.458, -2.924, -2.581], [-4.133, -3.077, 2.732], [1.876, -3.273, 2.302], [1.235, 0.005, 7.050], [-0.650, 2.635, -5.417], [3.925, 1.688, 3.243], [4.450, -1.267, -0.389], [-3.525, -2.302, 1.757], [-4.508, 1.313, 3.386], [0.078, -0.664, 5.031], [4.027, 2.276, 0.684], [-0.093, 2.011, -6.122], [2.535, 6.059, -1.685], [-4.581, -3.183, -5.688], [4.832, -2.272, -0.327], [4.919, 1.276, 3.282], [-1.187, -1.702, -6.878], [-2.026, 0.895, 7.204], [-2.011, -0.168, 4.982], [-4.363, -3.521, -2.429], [8.506, 3.273, -0.321], [-2.810, -3.152, -5.737], [-4.253, 2.686, -3.690], [0.565, -1.803, -7.115], [-1.672, -3.035, 5.067], [-0.623, -3.515, -4.324], [3.117, 1.588, 5.287], [0.550, 4.145, -1.592], [-6.477, 0.893, 2.625], [6.111, 2.247, -1.180], [-3.216, -2.424, -1.638], [1.533, 0.817, -4.899], [1.126, -3.356, -4.560], [2.162, -0.999, 5.395], [-5.127, -3.477, 2.569], [-5.402, -0.307, -2.767], [-3.364, 2.335, -7.132], [-3.466, 3.983, -4.615], [1.690, 0.029, -3.336], [0.987, 2.823, 4.065], [-4.818, 1.359, 4.422], [5.389, -0.153, 1.292], [-2.657, 0.710, -7.144], [-6.151, -1.572, -3.765], [-2.762, 3.409, -3.089], [-2.436, 1.716, 3.807], [3.101, -1.219, -2.183], [-4.039, -2.096, 0.823], [-5.534, -0.090, -4.518], [2.147, 0.043, 7.635], [0.051, 0.979, 8.557], [-0.235, -0.225, -7.063], [2.448, -0.695, -4.766], [-1.769, -1.195, 1.213], [-3.927, -3.957, 4.681], [-0.019, 2.783, -4.534], [0.387, -2.883, -3.021], [4.601, 4.884, -0.330], [-4.194, 0.998, -6.317], [7.968, 4.003, 2.284], [-0.814, 3.611, -5.884], [-3.739, -1.813, -6.428], [-2.631, -3.603, -2.808]],
  "mulliken_charge": [-0.076, 1.663, -0.175, 0.148, -0.260, -0.183, 1.140, 0.520, 0.735, 0.183, -0.199, -0.303, -0.345, -0.387, -0.448, -0.749, 1.527, -1.156, 1.542, 0.546, -0.390, -0.432, 0.645, -0.444, -0.716, -1.064, 0.129, -1.128, -0.899, -0.603, -0.201, 0.347, -0.381, -0.738, 0.129, 0.207, -0.471, -0.397, 0.366, -1.011, -0.163, -0.504, -0.189, -0.371, -0.953, -0.272, -0.753, -0.790, -1.129, 0.428, -0.243, -0.785, -0.847, -0.522, -1.016, -0.671, -1.188, -1.017, -0.613, -0.880, 0.255, -0.653, -1.034, -0.312, -0.725, -0.164, -0.352, 0.498, -0.602, 0.260, 0.426, 0.416, 0.472, 0.493, 0.250, 0.414, 0.581, 0.373, 0.399, 0.261, 0.257, 0.423, 0.496, 0.225, 0.634, 0.488, 0.433, 0.480, -0.182, 0.279, 0.394, 0.535, 0.406, -0.046, 0.394, 0.401, -0.436, 0.393, 0.439, 0.453, 0.268, 0.390, 0.221, 0.604, 0.311, 0.448, 0.244, 0.487, 0.377, 0.250, 0.438, 0.201, 0.397, 0.198, 0.163, 0.383, 0.253, 0.457, 0.417, 0.286, 0.293],
  "e_lumo_ev": [1.4, 1.4],
  "gap_ha": [0.1237, 0.2515],
  "spin_multiplicity": 2,
  "homo_energy_ev": [-1.978, -5.455],
  "total_charge": -1,
  "total_energy_ha": -8292.611483
}

---

2.
{
  "formula": "C45H52BrIrN2O3P2S3",
  "method": "ωB97M-V/def2-TZVPD",
  "species": ["Ir", "Br", "S", "S", "S", "P", "P", "O", "O", "O", "N", "N", "C", "C", "C", "C", "C", "C", "C", "C", "C", "C", "C", "C", "C", "C", "C", "C", "C", "C", "C", "C", "C", "C", "C", "C", "C", "C", "C", "C", "C", "C", "C", "C", "C", "C", "C", "C", "C", "C", "C", "C", "C", "C", "C", "C", "C", "H", "H", "H", "H", "H", "H", "H", "H", "H", "H", "H", "H", "H", "H", "H", "H", "H", "H", "H", "H", "H", "H", "H", "H", "H", "H", "H", "H", "H", "H", "H", "H", "H", "H", "H", "H", "H", "H", "H", "H", "H", "H", "H", "H", "H", "H", "H", "H", "H", "H", "H", "H"],
  "coordinates": [[-0.231, 0.106, -0.522], [0.145, -0.502, -8.130], [4.073, -2.344, 0.934], [2.643, 2.349, 2.326], [4.683, 1.136, -1.273], [-0.638, 2.408, -0.586], [-0.516, -2.183, -0.030], [-1.797, -0.079, -1.972], [0.260, -0.129, -2.658], [1.421, 0.618, 0.588], [-1.045, 0.350, 1.342], [-3.269, -0.520, -5.848], [-2.324, -4.321, -0.740], [0.808, -4.741, 0.431], [-1.437, -0.764, 2.077], [2.525, -2.823, 2.904], [-2.049, -2.823, -0.877], [-0.648, 1.758, 3.354], [-3.281, -2.065, -0.372], [3.027, -0.714, -1.810], [0.263, 3.365, -2.988], [2.102, -1.579, 2.358], [-0.312, 4.155, 3.109], [4.816, 1.097, 1.874], [-2.642, -1.774, 3.933], [0.421, 3.602, -1.483], [-0.525, -0.329, -5.366], [-1.455, -3.175, 2.439], [3.585, -3.351, 2.233], [5.136, 2.109, 2.818], [-3.382, 2.109, -0.250], [-2.201, -3.056, 3.596], [-0.392, 3.977, 1.738], [3.390, 0.109, -0.787], [-1.021, -0.455, -6.647], [0.889, -3.658, -1.860], [-1.086, -2.066, 1.671], [-2.357, 2.819, -1.136], [-0.616, 2.726, 1.175], [-2.635, 4.322, -1.146], [-0.073, 5.508, 3.723], [-2.577, -4.254, 4.425], [0.806, -3.425, -0.345], [4.695, 0.486, -2.853], [-0.426, 3.010, 3.894], [3.767, -0.499, -3.001], [2.841, -1.196, 1.281], [4.050, 2.858, 3.154], [1.882, 3.472, -1.077], [3.503, 1.120, 1.501], [-0.793, 1.576, 1.969], [-1.442, -0.300, -4.324], [-2.287, -0.666, 3.198], [-2.798, -0.398, -4.611], [2.738, 0.160, 0.589], [-0.969, -0.164, -2.928], [-2.393, -0.548, -6.846], [1.851, -4.110, -2.106], [-3.295, -1.645, 4.790], [-2.686, 0.300, 3.473], [-2.445, 2.422, -2.151], [1.703, -2.883, -0.046], [-4.119, -2.242, -1.049], [-1.905, -2.595, -1.937], [-0.766, 3.478, -3.334], [-3.121, -0.994, -0.304], [0.803, -2.729, -2.429], [0.759, 5.481, 4.429], [-0.664, 0.907, 4.019], [2.055, -3.301, 3.752], [-0.246, 4.833, 1.085], [-3.205, 1.039, -0.194], [1.298, -0.971, 2.747], [0.609, 2.361, -3.248], [2.487, 4.178, -1.651], [-2.224, -4.151, 5.453], [1.695, -5.309, 0.139], [-3.660, -4.386, 4.465], [-3.350, 2.510, 0.765], [-3.562, -2.429, 0.619], [4.007, 3.685, 3.845], [-2.470, 4.752, -0.155], [-3.522, -0.377, -3.805], [-3.682, 4.495, -1.406], [-2.023, 4.865, -1.865], [-4.384, 2.275, -0.649], [-2.144, -5.166, 4.015], [4.094, -4.283, 2.422], [0.107, -4.332, -2.210], [6.124, 2.261, 3.229], [-0.305, 3.092, 4.969], [-2.426, -4.611, 0.308], [0.880, 4.081, -3.535], [-1.164, -4.164, 2.111], [-2.792, -0.647, -7.848], [-1.567, -4.948, -1.202], [2.237, -1.440, -1.710], [0.162, 6.248, 2.958], [5.400, 0.849, -3.584], [0.535, -0.251, -5.163], [2.242, 2.466, -1.285], [-0.064, -5.360, 0.226], [0.880, -4.567, 1.502], [-3.276, -4.544, -1.227], [-0.951, 5.860, 4.268], [2.035, 3.667, -0.017], [0.059, 4.604, -1.233], [5.528, 0.372, 1.503], [3.618, -1.053, -3.917]],
  "mulliken_charge": [1.593, -0.167, -0.151, 0.436, -0.055, 0.139, -0.245, -0.600, -1.253, -0.041, 0.509, -0.680, -1.398, -1.824, 0.700, -1.007, 1.283, -0.383, -1.655, -0.391, -1.645, 0.232, 0.609, -0.417, -1.087, 0.432, -0.317, -0.507, -0.550, -0.995, -1.578, 0.366, -0.031, -1.418, -0.287, -1.604, 0.035, 1.556, -0.670, -1.404, -1.795, -1.815, 3.047, -0.582, -1.345, -1.013, -0.132, -0.773, -1.449, -0.888, 0.588, 0.205, -0.632, -0.349, 2.331, 0.766, -0.236, 0.457, 0.405, 0.747, 0.168, -1.529, 0.529, 0.362, 0.324, 0.025, 0.275, 0.353, 0.535, 0.446, 0.283, 0.040, 0.826, 0.141, 0.596, 0.366, 0.488, 0.324, 0.192, 0.344, 0.474, 0.226, 0.683, 0.482, 0.352, 0.648, 0.398, 0.498, 0.311, 0.470, 0.329, 0.191, 0.557, 0.173, 0.392, 0.357, 0.485, 0.385, 0.476, 0.559, -0.071, 0.288, 0.310, 0.463, 0.338, 0.077, 0.933, 0.600, 0.466],
  "e_lumo_ev": -0.1,
  "gap_ha": 0.2468,
  "homo_energy_ev": -6.808,
  "total_charge": 0,
  "total_energy_ha": -6636.928786
}

---

Respective energy above the lowest of the compared OMol25 structures with the same formula, charge and spin values: 2.341; 0.010 eV.